# 1
The following is a quantum chemistry calculation of the molecule C3H4N4O, from the OMol25 dataset.

Results
Energy: -410.77602 a.u.
ΔE to the lowest compared entry with this formula, charge and spin: 142.6 kcal per mole
SMILES: c1nncocn[nH]1

```
12
Properties=species:S:1:pos:R:3:lowdin_charge:R:1
C -0.985 1.216 -0.293 -0.1353
C -0.299 -1.384 0.508 -0.1499
C 1.601 -0.155 -0.369 -0.2692
H 0.133 2.200 1.295 0.1262
H -1.286 2.095 -0.759 0.0688
H 0.062 -2.042 1.478 0.1871
H 2.680 -0.451 -0.767 0.1638
N 0.042 1.219 0.816 -0.0186
N -1.641 0.062 -0.679 0.0205
N -1.429 -0.850 0.180 -0.0352
N 1.483 1.115 -0.092 0.0916
O 0.916 -1.336 -0.238 -0.0496
```


# 2
The following is a quantum chemistry calculation of a structure of composition C4H4LiO5, from the OMol25 dataset.

Results
Energy: -538.53134 a.u.
ΔE to the lowest compared entry with this formula, charge and spin: 27.0 kcal per mole
2S+1: 2

```
14
Properties=species:S:1:pos:R:3:lowdin_charge:R:1
O 1.131 0.235 0.262 -0.1665
C 2.383 0.387 -0.352 -0.7833
O 2.610 1.591 -0.616 -0.0531
O 3.043 -0.632 -0.548 0.0468
C 0.438 -1.004 0.185 -0.2065
C -0.981 -0.725 0.575 0.0994
H 0.906 -1.723 0.877 0.1474
H 0.483 -1.422 -0.831 0.1414
H -1.740 -1.339 0.081 0.1068
H -1.115 -0.497 1.635 0.1093
O -3.636 0.818 -0.578 0.1650
O -1.410 1.040 -0.111 -0.0430
C -2.582 1.308 -0.425 -0.3553
Li 0.469 1.962 -0.153 0.7917
```


# 3
The following is a quantum chemistry calculation of the molecule C5H7O6P, from the OMol25 dataset.

Results
Energy: -987.42180 a.u.
ΔE to the lowest compared entry with this formula, charge and spin: 54.8 kcal per mole
SMILES: O=C=C(OP=O)[C@@H](O)[C@@H](O)CO

```
19
Properties=species:S:1:pos:R:3:lowdin_charge:R:1
C -1.667 -2.527 -0.466 -0.0991
C -2.083 -1.280 -0.645 -0.2432
C -0.018 -0.023 1.268 -0.1363
C -1.024 -0.007 -1.086 -0.1728
C 0.284 -0.029 -0.293 -0.3124
O -1.269 -3.625 -0.642 0.1667
O -4.833 1.119 0.240 -0.4024
O -3.268 -0.801 -0.228 -0.2777
O 0.007 -1.414 1.648 -0.0695
O -1.643 1.285 -0.809 -0.1181
O 1.077 1.085 -0.636 0.0127
P -3.524 0.658 0.658 0.9354
H -0.862 0.597 1.350 0.0498
H 0.848 0.424 1.891 0.1518
H -0.738 -0.247 -2.055 0.1214
H 0.698 -0.899 -0.652 0.1243
H 0.723 -1.610 2.246 0.0826
H -0.948 1.917 -1.039 0.1123
H 1.902 0.837 -0.970 0.0745
```


# 4
The following is a quantum chemistry calculation of the molecule C17H27NO3, from the OMol25 dataset.

Results
Energy: -944.45454 a.u.
ΔE to the lowest compared entry with this formula, charge and spin: 19.3 kcal per mole
SMILES: CCCCOCCCNC(=O)CCCOc1ccccc1

```
48
Properties=species:S:1:pos:R:3:lowdin_charge:R:1
C -7.421 0.309 1.538 -0.1124
C -7.012 -0.530 0.333 -0.2656
C -5.837 0.062 -0.445 -0.1895
C -4.529 0.040 0.350 -0.2228
O -3.426 0.539 -0.384 -0.1607
C -2.829 -0.363 -1.291 -0.2248
C -1.927 -1.410 -0.618 -0.1458
H -2.528 -2.200 -0.166 0.1055
H -1.301 -1.862 -1.389 0.1182
C -1.044 -0.792 0.472 -0.1734
N -0.302 0.352 -0.002 0.0654
C 1.004 0.294 -0.334 -0.4890
O 1.675 -0.708 -0.192 0.0585
C 1.551 1.603 -0.892 -0.1047
C 3.077 1.614 -0.908 -0.1627
C 3.646 1.678 0.513 -0.1993
H 3.235 0.866 1.122 0.1226
O 5.055 1.658 0.534 -0.0441
C 5.712 0.472 0.363 -0.2627
C 7.105 0.562 0.376 -0.0166
C 7.881 -0.569 0.230 -0.0950
C 7.282 -1.809 0.069 -0.1104
C 5.903 -1.899 0.056 -0.0849
C 5.111 -0.771 0.200 -0.0186
H 4.038 -0.885 0.179 0.0869
H 5.425 -2.859 -0.070 0.1036
H 7.888 -2.696 -0.045 0.0953
H 8.958 -0.484 0.242 0.1004
H 7.553 1.535 0.504 0.1138
H 3.376 2.632 0.978 0.1319
H 3.442 2.474 -1.473 0.1206
H 3.434 0.707 -1.396 0.1129
H 1.174 1.711 -1.912 0.1245
H 1.169 2.438 -0.300 0.1197
H -0.840 1.184 -0.187 0.1370
H -0.314 -1.528 0.816 0.1205
H -1.666 -0.475 1.313 0.1205
H -3.585 -0.871 -1.902 0.1152
H -2.229 0.267 -1.954 0.1204
H -4.607 0.704 1.215 0.1236
H -4.329 -0.978 0.709 0.1245
H -6.059 1.094 -0.726 0.1187
H -5.703 -0.510 -1.366 0.1043
H -6.755 -1.539 0.663 0.1062
H -7.865 -0.612 -0.344 0.1046
H -6.633 0.331 2.287 0.0641
H -7.638 1.331 1.234 0.0748
H -8.314 -0.107 1.999 0.0688
```


# 5
The following is a quantum chemistry calculation of the molecule C4H5I, from the OMol25 dataset.

Results
Energy: -453.02720 a.u.
ΔE to the lowest compared entry with this formula, charge and spin: 13.2 kcal per mole
SMILES: C=C/C=C\I

```
10
Properties=species:S:1:pos:R:3:lowdin_charge:R:1
C -0.534 0.545 -0.045 -0.2106
C 0.346 -0.586 0.116 -0.2926
C 1.597 -0.912 -0.192 -0.5661
C -1.870 0.699 0.193 0.0290
I 3.088 0.536 -0.699 0.7108
H 0.134 1.389 -0.417 0.0826
H -0.209 -1.468 0.553 0.1242
H 2.237 -1.741 0.075 0.0058
H -2.402 1.726 0.120 0.0969
H -2.388 -0.188 0.297 0.0200
```


# 6
The following is a quantum chemistry calculation of a cluster of 5 separate species, C7H23NO4 in total, from the OMol25 dataset.

Results
Energy: -636.18790 a.u.
ΔE to the lowest compared entry with this formula, charge and spin: 14.1 kcal per mole
SMILES: CCCN1CCCC1.O.O.O.O

```
35
Properties=species:S:1:pos:R:3:lowdin_charge:R:1
C 0.071 0.007 1.989 -0.2160
N 0.499 0.086 0.604 -0.2118
C -0.031 1.139 -0.266 -0.1674
C 0.984 1.251 -1.398 -0.1455
C 2.244 0.443 -0.970 -0.1357
C 1.968 -0.006 0.451 -0.1751
C -1.417 -0.283 2.163 -0.2274
C -1.836 -1.726 2.390 -0.1091
H 0.452 0.852 2.596 0.1156
H 0.690 -0.761 2.454 0.1148
H -0.161 2.073 0.285 0.0974
H -1.012 0.793 -0.577 0.0947
H 1.252 2.309 -1.478 0.0962
H 0.618 1.074 -2.389 0.0782
H 3.113 1.090 -1.068 0.1082
H 2.335 -0.281 -1.726 0.0865
H 2.572 0.603 1.137 0.1176
H 2.148 -1.059 0.639 0.1082
H -1.961 0.128 1.310 0.0999
H -1.770 0.348 2.987 0.1047
H -2.790 -1.726 2.940 0.0706
H -2.021 -2.234 1.458 0.0547
H -1.278 -2.330 3.110 0.0751
H 0.402 -3.282 -0.254 0.0527
H 0.253 -1.801 0.101 0.0116
O -0.137 -2.508 -0.459 -0.0594
H -1.258 -2.221 -2.274 -0.0080
H -0.790 -2.048 -3.659 0.0349
O -1.572 -2.343 -3.183 -0.0669
H 1.570 3.076 1.319 0.0223
H 0.788 3.971 0.351 0.0260
O 1.660 3.818 0.711 -0.0475
H -2.427 0.755 -3.560 0.0514
H -1.635 0.075 -2.509 0.0123
O -1.522 0.717 -3.223 -0.0638
```


# 7
The following is a quantum chemistry calculation of a structure of composition C8H9F6N2O9ReS2, from the OMol25 dataset.

Results
Energy: -2570.50104 a.u.
ΔE to the lowest compared entry with this formula, charge and spin: 0.0 kcal per mole
2S+1: 2
Net charge: +1

```
37
Properties=species:S:1:pos:R:3:lowdin_charge:R:1
Re -0.368 0.396 0.353 1.7122
O -0.737 -1.363 -0.716 -0.1596
C -0.771 -1.146 -2.156 -0.1104
C -1.800 -0.052 -2.291 -0.0962
N -1.401 1.084 -1.401 -0.2610
C -0.534 2.048 -2.118 -0.0436
C 0.280 2.808 -1.084 -0.5053
O 0.804 3.853 -1.262 0.2020
O 0.373 2.115 0.089 -0.1752
C -2.626 1.770 -0.886 -0.0395
C -3.146 0.965 0.296 -0.5418
O -4.290 0.690 0.466 0.1772
O -2.142 0.587 1.121 -0.1569
H -0.169 -2.107 -0.453 0.1231
H -1.083 -2.064 -2.648 0.1520
H 0.229 -0.855 -2.480 0.1324
H -2.769 -0.419 -1.953 0.1494
H -1.895 0.291 -3.321 0.1545
H -1.126 2.743 -2.714 0.1568
H 0.149 1.511 -2.778 0.1498
H -3.376 1.877 -1.667 0.1541
H -2.328 2.754 -0.519 0.1539
F 3.474 -2.470 -1.145 0.1812
C 3.089 -2.416 0.117 -0.6787
F 3.973 -2.988 0.898 0.1999
F 1.908 -3.041 0.238 0.1359
S 2.862 -0.642 0.588 0.7003
O 1.704 -0.260 -0.251 -0.4007
O 4.081 0.032 0.375 -0.1721
N 2.460 -0.753 2.129 -0.2513
S 1.011 -0.445 2.542 0.7087
O -0.011 -1.226 1.774 -0.3728
O 0.581 0.949 2.408 -0.2981
C 0.919 -0.972 4.327 -0.6879
F 1.207 -2.253 4.392 0.1985
F -0.312 -0.744 4.724 0.2037
F 1.782 -0.253 5.006 0.2057
```


# 8
The following is a quantum chemistry calculation of a cluster of 16 separate species, C56H104N8O8 in total, from the OMol25 dataset.

Results
Energy: -3236.07499 a.u.

```
176
Properties=species:S:1:pos:R:3:lowdin_charge:R:1
C 2.593 3.370 -3.230 -0.0822
C 3.987 3.023 -2.739 -0.2598
C 4.953 4.204 -2.604 -0.1784
C 4.524 5.093 -1.568 -0.2275
N 4.241 5.753 -0.679 0.1709
H 2.064 4.031 -2.510 0.0756
H 2.030 2.456 -3.248 0.0479
H 2.575 3.829 -4.215 0.0816
H 4.427 2.261 -3.393 0.1046
H 3.965 2.619 -1.735 0.0808
H 5.025 4.725 -3.573 0.1300
H 5.962 3.827 -2.424 0.1255
C -0.160 2.932 5.901 -0.0873
C -0.161 1.414 5.854 -0.2413
C -0.468 0.901 4.440 -0.1885
C -0.499 -0.556 4.361 -0.2113
N -0.456 -1.714 4.363 0.1750
H 0.271 3.263 6.839 0.0743
H -1.168 3.299 5.891 0.0617
H 0.328 3.374 5.028 0.0594
H -0.876 0.940 6.542 0.1153
H 0.762 0.992 6.253 0.1022
H 0.285 1.282 3.770 0.0851
H -1.382 1.300 4.077 0.0771
C -4.218 -3.585 3.129 -0.0777
C -3.796 -2.060 3.004 -0.2462
C -4.124 -1.269 4.237 -0.2175
C -5.539 -1.127 4.535 -0.2346
N -6.681 -0.988 4.727 0.1333
H -4.140 -4.259 2.272 0.0468
H -5.309 -3.555 3.326 0.0770
H -3.737 -4.109 3.922 0.0607
H -4.262 -1.608 2.113 0.1102
H -2.714 -1.919 2.840 0.0614
H -3.667 -0.241 4.148 0.1084
H -3.753 -1.837 5.083 0.1186
C -2.739 -3.896 -1.801 -0.1030
C -4.039 -3.968 -0.982 -0.2320
C -5.060 -2.867 -1.325 -0.1789
C -5.501 -2.934 -2.749 -0.2198
N -5.756 -2.968 -3.880 0.1566
H -2.154 -3.009 -1.497 0.0582
H -2.866 -3.924 -2.881 0.0715
H -2.120 -4.757 -1.560 0.0627
H -3.734 -3.869 0.039 0.0531
H -4.505 -4.964 -1.085 0.1215
H -4.646 -1.869 -1.112 0.0603
H -5.969 -2.936 -0.726 0.1116
C -4.240 0.240 -3.994 -0.1031
C -3.152 -0.767 -4.340 -0.2279
C -1.782 -0.148 -4.035 -0.1782
C -1.607 1.053 -4.839 -0.2628
N -1.526 2.053 -5.382 0.1629
H -4.103 1.183 -4.487 0.0642
H -4.135 0.501 -2.943 0.0376
H -5.261 -0.150 -4.016 0.0633
H -3.205 -1.058 -5.390 0.1194
H -3.286 -1.658 -3.743 0.0672
H -0.982 -0.877 -4.251 0.0830
H -1.774 0.122 -3.023 0.0563
C 3.000 -4.353 -2.972 -0.1008
C 2.383 -3.094 -2.348 -0.2581
C 0.882 -3.072 -2.476 -0.1927
C 0.389 -3.098 -3.821 -0.2412
N -0.060 -3.156 -4.869 0.1817
H 4.080 -4.366 -2.788 0.0548
H 2.844 -4.398 -4.048 0.0745
H 2.634 -5.186 -2.365 0.0661
H 2.840 -2.212 -2.863 0.0922
H 2.707 -3.098 -1.299 0.0765
H 0.435 -2.282 -1.855 0.1055
H 0.473 -3.981 -2.015 0.1087
C 5.889 -3.743 3.119 -0.1170
C 4.861 -2.706 2.803 -0.2536
C 3.540 -3.172 2.236 -0.1756
C 3.729 -4.022 1.110 -0.2453
N 3.903 -4.669 0.196 0.1975
H 5.615 -4.510 3.845 0.0780
H 6.804 -3.331 3.530 0.0715
H 6.263 -4.379 2.299 0.0819
H 5.339 -2.010 2.087 0.1145
H 4.629 -2.136 3.683 0.1015
H 2.888 -2.388 1.849 0.1061
H 2.895 -3.675 2.959 0.1349
C 1.096 0.473 -0.545 -0.0833
C 0.289 0.921 0.694 -0.2332
C -0.860 0.017 1.088 -0.1557
C -1.915 -0.208 0.094 -0.1614
N -2.810 -0.458 -0.612 0.1988
H 1.800 1.187 -0.928 0.0405
H 0.457 0.276 -1.417 0.0608
H 1.748 -0.430 -0.354 0.0840
H -0.031 1.933 0.559 0.0682
H 0.998 0.986 1.524 0.0751
H -1.347 0.442 1.970 0.0847
H -0.498 -1.001 1.273 0.0927
C -4.908 3.194 3.564 -0.0063
C -3.605 2.784 2.997 -0.5012
O -3.336 1.617 2.836 0.0411
C -2.617 3.877 2.733 0.0012
H -5.499 2.336 3.922 0.0947
H -5.398 3.647 2.702 0.0916
H -4.896 3.967 4.297 0.0753
H -2.568 4.569 3.570 0.0863
H -2.869 4.405 1.794 0.0951
H -1.590 3.481 2.542 0.0828
C -1.619 2.567 -1.767 -0.0087
C -1.591 3.901 -1.135 -0.4935
O -0.771 4.198 -0.330 0.0584
C -2.712 4.855 -1.568 -0.0041
H -2.465 1.932 -1.512 0.0698
H -0.787 2.003 -1.347 0.0526
H -1.573 2.595 -2.872 0.0788
H -2.607 5.045 -2.629 0.0768
H -2.580 5.825 -1.013 0.0917
H -3.696 4.359 -1.269 0.0977
C 3.119 0.919 4.162 -0.0078
C 3.653 0.960 2.751 -0.5020
O 3.066 0.366 1.876 0.0447
C 4.853 1.779 2.457 -0.0024
H 2.478 0.051 4.319 0.0772
H 2.597 1.867 4.310 0.0799
H 3.960 0.833 4.869 0.0929
H 4.760 2.751 2.920 0.0888
H 4.848 1.904 1.375 0.0758
H 5.767 1.329 2.834 0.0939
C 4.439 -0.451 -5.406 0.0059
C 3.039 -0.326 -4.772 -0.4535
O 2.989 0.007 -3.608 0.0266
C 1.833 -0.614 -5.611 0.0058
H 5.209 -0.500 -4.672 0.0490
H 4.625 0.498 -5.885 0.0851
H 4.530 -1.205 -6.161 0.0774
H 1.562 -1.646 -5.539 0.0442
H 1.971 -0.372 -6.636 0.0817
H 1.022 -0.041 -5.165 0.0717
C 5.224 -0.096 -1.087 -0.0049
C 6.338 -0.760 -1.860 -0.4956
O 7.338 -0.138 -2.159 0.0531
C 6.197 -2.152 -2.376 -0.0154
H 5.307 -0.431 -0.070 0.0660
H 4.258 -0.410 -1.553 0.0806
H 5.362 0.965 -1.057 0.0580
H 5.447 -2.670 -1.748 0.0702
H 7.137 -2.712 -2.322 0.0951
H 5.864 -2.154 -3.400 0.0679
C 1.506 5.777 1.857 -0.0001
C 1.527 4.240 1.715 -0.4219
O 1.164 3.502 2.653 0.0010
C 2.007 3.728 0.391 -0.0356
H 0.589 6.079 1.361 0.0784
H 2.276 6.269 1.246 0.0657
H 1.563 5.962 2.937 0.0851
H 2.855 4.303 0.073 0.0223
H 1.184 3.825 -0.304 0.0627
H 2.393 2.711 0.501 0.0700
C 0.627 -5.291 0.585 -0.0170
C 0.004 -3.938 0.898 -0.4583
O 0.503 -2.839 0.664 0.0291
C -1.315 -3.944 1.591 -0.0399
H -0.130 -5.862 -0.005 0.0923
H 0.818 -5.890 1.518 0.1101
H 1.576 -5.259 0.030 0.0424
H -1.788 -4.929 1.548 0.0905
H -1.961 -3.196 1.138 0.0630
H -1.162 -3.706 2.637 0.0743
C -7.855 1.982 0.373 -0.0207
C -6.582 1.861 -0.328 -0.5448
O -5.706 2.672 -0.184 0.0613
C -6.377 0.622 -1.118 -0.0197
H -8.703 1.493 -0.118 0.0937
H -8.003 3.021 0.596 0.0831
H -7.682 1.409 1.299 0.1095
H -5.367 0.296 -1.054 0.0326
H -6.702 0.874 -2.149 0.1151
H -6.996 -0.168 -0.728 0.0782
```